Entry 1:
{
  "formula": "C23H31N3",
  "method": "ωB97M-V/def2-TZVPD",
  "lumo_ev": 0.80,
  "total_charge": 0,
  "molar_mass_da": 349.5,
  "orbital_gap_ev": 8.728,
  "symbols": ["H", "H", "H", "C", "H", "C", "H", "C", "H", "C", "C", "H", "N", "H", "N", "C", "C", "C", "H", "H", "C", "H", "H", "H", "C", "H", "H", "C", "C", "H", "H", "C", "C", "N", "C", "C", "H", "H", "H", "C", "C", "H", "H", "H", "C", "H", "C", "H", "C", "H", "H", "H", "H", "C", "H", "H", "C"],
  "positions_angstrom": [[2.702, -5.128, -0.514], [-1.178, 0.238, -0.373], [-2.885, 1.577, 0.313], [1.322, -2.712, -0.670], [1.327, -3.610, 1.342], [0.598, 4.609, -1.249], [-2.131, -2.177, 2.198], [-2.389, -0.337, 1.161], [0.452, 6.199, 1.727], [-3.759, -1.023, 3.008], [3.845, -3.308, -0.793], [0.996, 6.620, -0.644], [-1.357, -0.532, 0.255], [0.920, 0.366, -3.627], [0.470, -1.537, -0.843], [0.124, 2.218, -1.864], [0.203, 3.336, -0.861], [1.204, 0.032, -2.626], [-0.813, -0.630, -2.203], [-4.004, -1.754, 3.764], [-2.713, -1.273, 2.140], [0.834, 4.801, -2.287], [-4.731, 2.001, 1.868], [4.449, -5.348, -0.434], [-0.487, -1.576, 0.167], [4.783, -4.068, -2.583], [4.802, -2.917, -0.427], [0.689, 5.635, -0.325], [-0.005, 4.132, 1.404], [0.235, -1.871, -2.886], [3.592, -4.609, 0.918], [-4.491, 0.150, 2.920], [3.949, -3.424, -2.314], [-0.427, -2.574, 0.962], [-4.169, 1.082, 1.947], [1.281, 1.229, -1.678], [2.973, -1.354, -0.880], [-5.305, 0.339, 3.604], [2.216, 1.766, -1.849], [-3.128, 0.843, 1.071], [0.385, 5.399, 1.005], [-0.244, 3.938, 2.439], [0.166, 2.628, -2.876], [2.190, -0.428, -2.703], [-0.092, 3.108, 0.478], [3.045, -3.853, -2.740], [0.202, -1.037, -2.169], [-0.393, 2.125, 0.809], [2.770, -2.296, -0.370], [1.290, -3.318, -1.583], [-0.835, 1.702, -1.763], [2.862, -2.103, 0.702], [1.297, 0.864, -0.648], [3.630, -4.683, -0.166], [4.113, -2.448, -2.765], [0.213, -4.411, 0.228], [0.637, -3.442, 0.514]]
}

=====

Entry 2:
{
  "formula": "C3H11N4",
  "method": "ωB97M-V/def2-TZVPD",
  "lumo_ev": -3.65,
  "total_charge": 1,
  "molar_mass_da": 103.1,
  "orbital_gap_ev": 10.178,
  "symbols": ["N", "H", "H", "H", "C", "H", "H", "H", "H", "C", "C", "H", "N", "H", "H", "N", "N", "H"],
  "positions_angstrom": [[1.427, -0.756, 0.681], [0.678, 0.444, 2.680], [1.418, -1.530, -1.220], [-1.228, 1.864, -2.552], [1.366, -1.824, -0.199], [-0.709, -0.662, 1.070], [2.134, -0.131, 0.373], [2.124, -2.544, 0.225], [-1.934, -0.488, -0.773], [-1.334, 0.438, -1.167], [0.187, 1.101, 1.866], [0.365, -2.290, -0.010], [-1.705, 0.971, -2.310], [0.990, 1.866, 1.588], [-0.781, 1.494, 2.304], [-0.335, 0.897, -0.536], [-0.077, 0.200, 0.687], [-2.583, 0.950, -2.707]]
}

=====

Entry 3:
{
  "formula": "C7H14",
  "method": "ωB97M-V/def2-TZVPD",
  "lumo_ev": 1.11,
  "total_charge": 0,
  "molar_mass_da": 98.2,
  "orbital_gap_ev": 11.332,
  "symbols": ["H", "H", "H", "H", "C", "C", "H", "H", "C", "C", "H", "H", "C", "H", "C", "H", "H", "H", "H", "H", "C"],
  "positions_angstrom": [[-0.845, 2.764, 2.396], [1.688, -2.160, -0.605], [0.772, -0.477, -3.117], [2.606, -0.147, -1.511], [0.555, 0.200, -2.268], [1.570, -0.024, -1.140], [0.559, 1.237, -2.656], [-1.092, -1.748, -0.060], [1.057, -1.277, -0.385], [-1.455, 0.923, 3.252], [1.556, 0.853, -0.465], [-2.462, 0.948, 2.818], [-0.394, -1.504, -0.883], [-0.417, -2.344, -1.604], [-0.766, -0.209, -1.617], [-1.192, 0.064, 3.880], [1.081, -1.111, 0.709], [-1.596, -0.342, -2.337], [0.425, 1.880, 3.458], [-1.073, 0.567, -0.890], [-0.581, 1.905, 3.024]]
}

=====

Entry 4:
{
  "formula": "C2H2INOS2",
  "method": "ωB97M-V/def2-TZVPD",
  "lumo_ev": -1.65,
  "total_charge": 0,
  "molar_mass_da": 247.1,
  "orbital_gap_ev": 7.694,
  "symbols": ["N", "O", "I", "H", "C", "C", "S", "H", "S"],
  "positions_angstrom": [[-0.164, 0.221, -0.131], [-0.438, -2.718, -2.266], [-2.499, -0.376, -3.730], [0.069, 0.488, -2.123], [-0.424, -0.039, -1.319], [-0.696, -0.124, 1.039], [-1.616, -1.358, -1.746], [0.023, -0.419, 1.795], [-2.275, 0.100, 1.411]]
}

=====

Entry 5:
{
  "formula": "C8H12N2O3",
  "method": "ωB97M-V/def2-TZVPD",
  "lumo_ev": 0.24,
  "total_charge": 0,
  "molar_mass_da": 184.2,
  "orbital_gap_ev": 9.221,
  "symbols": ["C", "C", "H", "H", "H", "C", "H", "C", "C", "H", "H", "H", "H", "O", "C", "C", "N", "H", "O", "O", "H", "C", "N", "H", "H"],
  "positions_angstrom": [[0.798, -0.749, -1.181], [1.077, -1.844, -2.161], [2.461, -0.797, -3.282], [-2.149, -1.465, -0.184], [-3.773, -0.230, 1.125], [0.347, 1.299, 0.604], [1.049, 2.988, 1.626], [-1.854, 0.160, 1.356], [0.170, 2.377, 1.666], [3.139, -1.684, -2.071], [2.110, 2.068, -0.095], [0.257, -1.942, -2.877], [-2.041, 1.042, 1.906], [-2.996, -0.115, 0.521], [1.439, 1.177, -0.112], [-0.636, 0.285, 0.492], [2.448, -1.777, -2.838], [0.986, -2.759, -1.470], [-0.122, 1.837, 2.978], [-1.272, -1.877, -0.511], [0.533, 1.036, 3.051], [-0.405, -0.739, -0.444], [1.717, 0.179, -0.945], [-0.617, 3.046, 1.384], [-1.605, -0.674, 2.142]]
}

=====

Entry 6:
{
  "formula": "C27H18ClN3O5RbS5",
  "method": "ωB97M-V/def2-TZVPD",
  "lumo_ev": 1.96,
  "total_charge": -1,
  "molar_mass_da": 745.7,
  "orbital_gap_ev": 6.385,
  "symbols": ["C", "C", "H", "C", "O", "Rb", "O", "S", "H", "H", "Cl", "O", "H", "H", "H", "C", "S", "H", "C", "C", "H", "C", "N", "C", "H", "S", "H", "C", "C", "H", "C", "N", "C", "C", "C", "H", "H", "C", "N", "C", "C", "C", "O", "C", "H", "C", "O", "C", "H", "H", "C", "H", "C", "C", "C", "S", "C", "S", "C", "H"],
  "positions_angstrom": [[0.040, -4.600, -1.689], [1.061, 0.550, 3.637], [0.652, -5.219, -4.267], [0.651, -3.260, -5.106], [-1.573, 1.594, -1.644], [0.852, 0.913, -0.172], [2.966, 1.061, 2.267], [6.361, 0.925, 0.002], [-0.325, -4.738, 0.410], [-1.291, 4.157, -1.039], [0.382, 5.707, -5.347], [-1.418, 2.177, 0.847], [-1.717, 1.919, -0.695], [0.188, -5.663, -1.845], [-0.973, 0.415, -5.041], [4.413, -0.854, 0.289], [4.075, 0.748, -1.926], [0.646, -1.161, -5.660], [-1.920, 1.287, 1.607], [2.531, 0.599, 3.284], [-0.471, 5.883, -2.628], [-1.069, 2.548, -2.436], [-0.320, -1.852, -1.306], [0.131, -1.422, -3.622], [-2.704, 0.377, 4.044], [7.790, 0.434, 2.583], [0.111, 2.884, -5.606], [-1.046, 0.893, 2.803], [4.888, 0.140, -0.507], [-0.630, -2.286, 0.660], [-0.629, 2.186, -3.718], [0.018, -0.053, -3.290], [-0.798, 0.066, 5.027], [0.472, -1.875, -4.863], [-0.210, 3.162, -4.609], [-1.217, -0.277, 5.965], [3.713, -1.528, -2.575], [0.166, -3.715, -2.788], [0.270, 0.946, 2.645], [0.583, 0.110, 4.857], [-0.022, -2.348, -2.542], [-0.414, -2.700, -0.321], [3.312, 0.049, 4.237], [0.499, -4.160, -4.095], [0.930, -3.594, -6.097], [4.162, -0.656, -3.051], [-2.983, 0.685, 1.484], [-1.627, 0.438, 3.985], [4.204, 0.048, 3.847], [5.189, -0.863, -3.345], [-0.530, 4.845, -2.931], [1.266, -0.199, 5.634], [-0.243, -4.100, -0.459], [-0.982, 3.884, -2.040], [6.590, 0.100, 1.475], [5.404, -1.121, 1.698], [-0.164, 4.486, -4.216], [3.008, -1.835, 0.131], [-0.544, 0.749, -4.088], [3.580, -0.390, -3.934]]
}

=====

How do the records compare in relative energy (zero: lowest compared OMol25 entry of this formula, charge and spin)? In the order shown, they have 1.9, 103.3, 26.4, 46.4, 27.0, 0.0 kcal/mol.